Entry 1:
The following is a DFT calculation (ωB97M-V/def2-TZVPD) of C18H28CoN3O9 as an isolated structure at a distorted geometry.

Results
Expectation value of S²   0.770
Orbital gap (alpha / beta)   0.2509 / 0.2485 Ha
F_max   1.2 eV/A
E_LUMO (alpha / beta)   2.248 / 2.248 eV
E_tot   -79640.1271 eV

Geometry as ORCA input:
```
! wB97M-V def2-TZVPD RIJCOSX def2/J DEFGRID3
* xyz -1 2
Co 0.45660 -0.03750 -0.67599
C 3.93755 0.70691 -0.49865
O 2.70567 1.38365 -0.60938
C 2.49098 2.27511 0.46300
C 1.08385 2.80015 0.33668
O 0.08771 1.83010 0.61145
C -0.17657 1.67651 2.01570
C -1.58066 1.14999 2.22657
O -1.76561 -0.17205 1.80748
C -1.27582 -1.12787 2.73879
H 4.77420 1.41469 -0.57449
H 3.99110 -0.00297 -1.32182
H 4.00316 0.17238 0.45424
H 3.19477 3.11980 0.40121
H 2.63410 1.75346 1.41641
H 0.91606 3.12128 -0.69199
H 0.94705 3.65888 1.00406
H -0.11752 2.67015 2.47934
H 0.57348 1.01647 2.45691
H -2.28463 1.76609 1.66117
H -1.81940 1.25148 3.29777
H -1.85488 -1.07019 3.67189
H -0.21549 -0.97483 2.95168
H -1.40130 -2.10504 2.27977
C 2.23835 -3.72310 -1.65867
C 1.90960 -2.37928 -1.09555
N 1.27812 -1.46667 -1.73933
O 0.79673 -1.83266 -2.99304
C 2.25623 -2.03197 0.27227
C 3.29074 -2.77477 1.05386
N 1.60289 -1.00571 0.75331
O 1.89678 -0.57381 1.93384
H 1.59070 -3.94874 -2.50054
H 2.11954 -4.48260 -0.88694
H 3.27702 -3.75029 -1.99926
H -0.06353 -1.38180 -2.98339
H 4.14540 -3.04885 0.43018
H 2.89139 -3.69511 1.49148
H 3.62528 -2.13986 1.87298
C -0.20790 1.06602 -2.14615
H -1.11582 1.58739 -1.81652
H -0.46684 0.53230 -3.06874
H 0.53979 1.82166 -2.42870
O -1.26418 -3.35687 -0.12849
C -1.79713 -2.38967 -0.68680
O -1.29038 -1.28543 -1.01561
C -3.25296 -2.56242 -1.13636
C -3.94254 -1.50748 -1.72020
C -5.26725 -1.65257 -2.11552
C -5.92136 -2.85932 -1.93296
C -5.21406 -3.89970 -1.35057
C -3.89757 -3.77743 -0.94639
N -5.90463 -5.18744 -1.15662
O -5.29417 -6.08700 -0.61502
O -7.09699 -5.23722 -1.40990
H -3.41128 -0.57286 -1.84779
H -5.79448 -0.82147 -2.56670
H -6.94920 -3.00551 -2.22779
H -3.35984 -4.59324 -0.48646
*
```

Entry 2:
The following is a DFT calculation (ωB97M-V/def2-TZVPD) of a 6-piece molecular cluster, C18H28F3NO15S2 overall at a distorted geometry.

Results
Orbital gap   0.3810 Ha
F_max   9.0 eV/A
E_LUMO   0.262 eV
SMILES   O=C1OC[C@@H](F)O1.O=C1OC[C@@H](F)O1.O=C1OC[C@@H](F)O1.C[N+](=O)[O-].O=S1(=O)CCCC1.O=S1(=O)CCCC1
E_tot   -81138.8860 eV

Geometry as ORCA input:
```
! wB97M-V def2-TZVPD RIJCOSX def2/J DEFGRID3
* xyz 0 1
C -2.74729 -0.70195 0.17300
N -2.63646 -0.22660 -1.21788
O -3.34759 0.66362 -1.63421
O -1.79114 -0.73087 -1.96134
H -2.07668 -1.55815 0.24589
H -3.76770 -1.01907 0.38816
H -2.39830 0.12857 0.78663
C 7.54449 -2.33627 -0.57814
C 7.78787 -3.84457 -0.32832
C 7.41948 -4.13635 1.08879
S 5.93880 -3.08252 1.51455
O 6.09921 -2.38122 2.84172
O 4.60007 -3.68564 1.20563
C 6.30231 -1.80350 0.18165
H 7.63253 -2.06747 -1.63080
H 8.35467 -1.77080 -0.11776
H 8.73098 -4.32379 -0.59100
H 7.08459 -4.38532 -0.96163
H 8.22460 -3.72877 1.70014
H 7.25576 -5.17908 1.36083
H 6.44278 -0.78359 0.53963
H 5.39135 -1.76968 -0.41594
C -0.80786 6.97149 5.57842
C 0.64886 7.32406 5.77563
C 1.65716 6.17637 5.35412
S 0.55711 4.95118 4.37490
O 0.18102 3.91140 5.35745
O 1.14110 4.74499 3.02015
C -0.94054 6.14782 4.25399
H -1.36637 7.90316 5.66867
H -1.08678 6.29380 6.38530
H 0.76652 7.54101 6.83732
H 0.90243 8.18028 5.15057
H 2.16971 5.66897 6.17140
H 2.46859 6.49927 4.70188
H -1.82776 5.52541 4.13763
H -0.75501 6.65307 3.30616
C -8.25705 1.09475 7.69896
C -7.79088 2.50648 7.34281
O -7.76062 2.43896 5.93754
C -8.01298 1.22831 5.43862
O -8.12888 0.97458 4.23637
O -8.16749 0.37356 6.45503
F -6.58764 2.76683 7.86075
H -9.28776 1.18612 8.04157
H -7.60401 0.80146 8.52092
H -8.40378 3.39439 7.49795
C -2.87326 1.23301 -8.61689
C -2.58100 -0.17518 -8.98198
O -2.68814 -0.22846 -10.38539
C -2.96679 1.03492 -10.81798
O -3.11983 1.33135 -12.04715
O -3.10878 1.81724 -9.86477
F -3.71407 -0.83905 -8.71206
H -2.10869 1.69555 -7.99271
H -3.78194 1.22756 -8.01491
H -1.73770 -0.66337 -8.49349
C 2.32234 -6.29973 -4.76053
C 2.65312 -7.29467 -5.80227
O 1.48662 -7.43880 -6.49477
C 0.42623 -6.99537 -5.69991
O -0.76570 -7.15225 -5.98246
O 0.91861 -6.29503 -4.69422
F 2.83800 -8.42480 -5.03464
H 2.63949 -5.28670 -5.00810
H 2.86908 -6.58940 -3.86316
H 3.54094 -7.19166 -6.42618
*
```